[1]
C4H6N2O | ωB97M-V/def2-TZVPD

Each line ends with the Löwdin charge.
Geometry (Å):
N 0.99677 -0.18553 1.91281  0.090
C 0.53898 0.08272 0.61023  -0.402
C 0.96791 -0.39203 -0.68918  -0.152
C -0.18457 -0.45462 -1.62830  -0.047
C -1.15076 0.11306 -0.82741  -0.497
O -2.43808 0.39178 -1.14212  0.029
N -0.74856 0.42375 0.44495  0.140
H 1.92312 0.17157 2.09101  0.080
H 1.03761 -1.20076 1.97508  0.094
H 1.95955 -0.85530 -0.88382  0.111
H 0.92258 0.99398 -0.97019  0.277
H -2.49738 0.05538 -2.04752  0.101
H -1.32718 0.85600 1.15446  0.175

## Properties
lowest unoccupied orbital energy	0.34	eV
charge	0
energy	-340.6002	hartree

***

[2]
C4H6N2O | ωB97M-V/def2-TZVPD

Each line ends with the Löwdin charge.
Geometry (Å):
O 0.81948 -2.30081 -1.19772  0.089
C 0.21468 -1.28364 -1.07403  -0.464
N 0.58008 -0.45824 0.56033  -0.010
C -0.79762 -0.06604 0.88159  -0.123
C -0.71628 0.64983 -0.47556  -0.287
C 0.74267 0.94035 -0.08707  -0.054
N -0.58604 -0.38837 -1.50268  0.092
H 1.14411 -1.02766 1.18708  0.153
H -0.79117 0.62247 1.73203  0.116
H -1.53880 -0.85746 0.99232  0.125
H -1.43148 1.42185 -0.74290  0.133
H 1.38230 1.08066 -0.96272  0.121
H 0.97807 1.66705 0.68933  0.109

## Properties
lowest unoccupied orbital energy	0.67	eV
charge	0
energy	-340.6920	hartree

***

[3]
C4H6N2O | ωB97M-V/def2-TZVPD

Each line ends with the Löwdin charge.
Geometry (Å):
C -1.49896 0.45035 0.20789  -0.156
C -0.93961 -0.44643 -0.83402  -0.157
C 0.36122 -1.02926 -0.30692  -0.190
C 1.30124 0.93538 0.81927  -0.278
N 0.39501 0.35209 1.68867  0.079
N 1.05048 -0.41300 0.81195  -0.194
O -2.33709 1.27370 0.29648  0.129
H -1.73146 -1.08768 -1.12957  0.114
H -1.04438 0.21182 -1.69226  0.128
H 0.07613 -2.14642 0.03330  0.157
H 1.17580 -1.05947 -1.13199  0.145
H 0.94285 1.57009 0.00453  0.106
H 2.24878 1.38882 1.23267  0.117

## Properties
lowest unoccupied orbital energy (alpha / beta)	0.18 / 0.29	eV
charge	0
energy	-340.5657	hartree

***

[4]
C4H6N2O | ωB97M-V/def2-TZVPD

Each line ends with the Löwdin charge.
Geometry (Å):
C 1.76797 -1.17228 0.35089  0.094
O 0.49494 -1.03246 0.70531  -0.131
C -0.01913 0.14768 0.22870  -0.372
C 0.15166 0.67774 -1.00796  -0.106
N -0.39186 1.93451 -1.04417  0.065
C -0.88813 2.13512 0.14866  -0.195
N -0.70751 1.05996 0.97871  0.136
H -0.04223 -2.65484 -0.85893  0.040
H -0.59427 -3.05000 -0.56303  0.067
H 1.93012 -2.26606 0.47869  0.012
H 0.67359 0.21063 -1.83182  0.111
H -1.35432 3.05088 0.48331  0.117
H -1.02083 0.95912 1.93164  0.161

## Properties
lowest unoccupied orbital energy	0.08	eV
charge	0
energy	-340.6016	hartree

***

[5]
C4H6N2O | ωB97M-V/def2-TZVPD

Each line ends with the Löwdin charge.
Geometry (Å):
C 0.76807 -0.65547 1.28153  -0.062
C 0.17519 0.59943 1.50716  -0.142
N 0.09066 1.48345 0.50056  0.059
C 0.51612 1.09912 -0.71858  -0.217
N 1.13874 -0.06521 -1.08655  0.069
C 1.26252 -0.90208 -0.01603  -0.144
H 0.91620 -1.41594 2.05956  0.098
H -0.23095 0.94158 2.46819  0.108
H 0.48634 1.73377 -1.61409  0.109
H 1.76419 -1.83988 -0.28889  0.103
O -2.14559 -0.02550 -1.58325  -0.085
H -2.18588 -0.97990 -1.81935  0.054
H -2.55561 0.02664 -0.69027  0.050

## Properties
lowest unoccupied orbital energy	0.67	eV
SMILES	c1cncnc1.O
charge	0
energy	-340.7510	hartree

***

[6]
C4H6N2O | ωB97M-V/def2-TZVPD

Each line ends with the Löwdin charge.
Geometry (Å):
N -1.68974 -0.93854 -0.15350  0.012
C -0.38875 -0.47763 -0.10892  -0.327
C 0.85988 -0.97622 -0.05981  -0.155
N 1.82879 -0.02163 -0.20493  -0.039
C 1.15492 1.15181 -0.15113  -0.126
C -0.25014 1.03092 0.00609  -0.287
O -1.12385 1.97643 -0.08993  0.108
H -1.83351 -1.80300 -0.74148  0.093
H -2.24683 -1.20465 0.84455  0.171
H 1.00502 -2.03263 0.20468  0.119
H 2.75085 -0.17087 0.50156  0.236
H 1.83922 2.00403 -0.00380  0.114
H -1.90586 1.46198 -0.04337  0.081

## Properties
lowest unoccupied orbital energy	0.84	eV
SMILES	Nc1c[nH]cc1O
charge	0
energy	-340.6800	hartree

***

[7]
C4H6N2O | ωB97M-V/def2-TZVPD

Each line ends with the Löwdin charge.
Geometry (Å):
N 1.32572 -1.81045 0.93363  0.145
C 0.73878 -0.81186 1.07143  -0.346
O 0.13352 0.20076 1.56017  0.036
C 0.08246 1.30730 0.67148  -0.157
C -0.89078 1.03376 -0.45127  -0.134
C -0.31726 0.04433 -1.33863  -0.243
N -0.09053 -0.85505 -2.04174  0.107
H 0.72601 -2.40947 -0.15471  0.027
H 0.10769 -2.12930 -1.08713  0.024
H 1.07986 1.39940 0.25299  0.138
H -0.17310 2.14409 1.30250  0.135
H -1.81815 0.56693 -0.11258  0.140
H -1.16784 1.97230 -0.93040  0.129

## Properties
lowest unoccupied orbital energy	0.19	eV
charge	0
energy	-340.5583	hartree

***

[8]
C4H6N2O | ωB97M-V/def2-TZVPD

Each line ends with the Löwdin charge.
Geometry (Å):
N -1.53929 0.83043 -2.01365  -0.016
O -0.30090 0.15242 -1.99173  -0.169
C 0.18638 -0.06925 -0.51793  -0.194
C 0.92816 -1.20212 -0.01280  -0.051
C 1.22990 -0.87327 1.27012  -0.138
N 0.59392 0.34916 1.58848  0.006
C -0.06773 0.78726 0.46367  -0.124
H -2.29360 0.19226 -2.30411  0.083
H -1.70631 1.00369 -1.01365  0.037
H 1.33089 -2.14935 -0.55830  0.142
H 1.76153 -1.49055 2.07836  0.135
H 0.68563 0.84358 2.47539  0.150
H -0.80857 1.62572 0.53614  0.140

## Properties
lowest unoccupied orbital energy	0.82	eV
SMILES	NOc1cc[nH]c1
charge	0
energy	-340.6469	hartree